No. 1
A 9-piece molecular cluster, C5H31N2O8 overall at a distorted geometry, computed with ωB97M-V/def2-TZVPD.

The geometry in XYZ format:
```
46
Properties=species:S:1:pos:R:3:nbo_charge:R:1
C 0.9458 1.0626 -1.6751 -0.698
C 1.0621 0.6775 -0.1833 -0.043
C -0.2406 0.2312 0.5118 -0.461
C 0.0758 -1.0980 1.2634 -0.416
C -0.4433 -2.3058 0.4900 -0.225
N -1.7967 -2.3527 0.7189 -0.865
N 1.6681 1.8614 0.6409 -0.707
H 1.1531 2.1930 -1.8482 0.224
H 1.6485 0.3341 -2.2385 0.270
H 0.1234 0.5351 -2.1955 0.241
H 1.8879 -0.1180 -0.2309 0.235
H -0.7806 1.0508 1.1747 0.220
H -0.8384 0.1103 -0.4030 0.246
H 1.1227 -1.1428 1.5525 0.183
H -0.6372 -0.8832 2.0926 0.218
H 0.0491 -3.2007 0.8766 0.192
H 0.1094 -2.2557 -0.5118 0.195
H -2.3171 -3.2866 0.6797 0.393
H -2.2685 -1.6978 0.1330 0.362
H 0.8981 2.5096 0.8491 0.465
H 2.0746 1.4707 1.4450 0.449
H 2.4716 2.2934 0.1481 0.418
H -3.2177 -0.7655 1.8795 0.481
H -4.4891 -0.2219 2.5254 0.487
O -3.7893 -0.0272 1.8013 -0.972
H -0.2818 -1.2497 -2.4584 0.480
H -1.7127 -0.8801 -2.1520 0.467
O -1.1759 -1.5956 -2.1688 -0.970
H 2.3431 -0.1439 2.8153 0.493
H 3.9633 0.0650 2.7870 0.521
O 3.0372 0.3671 2.4195 -0.986
H -2.3111 3.0367 -0.2557 0.495
H -2.4308 2.2256 1.0740 0.499
O -2.1302 3.0220 0.6429 -0.970
H -3.5770 0.1547 -1.4151 0.476
H -3.3024 0.4895 -2.8625 0.495
O -2.9293 0.3974 -1.9533 -0.946
H 3.4935 -2.4207 -0.8548 0.490
H 4.3535 -1.6603 -1.8529 0.489
O 3.6463 -1.5806 -1.2594 -0.935
H 1.3898 -2.1011 -3.6922 0.496
H 2.3730 -1.8081 -2.4247 0.503
O 1.4542 -1.6824 -2.8108 -1.008
H 0.0844 3.8061 2.8996 0.486
H -0.7989 3.3351 1.8283 0.501
O 0.0400 3.2493 2.1980 -0.969
```

Its multiplicity is 1. The energy above the lowest of the compared OMol25 structures with the same formula, charge and spin is 4.269 eV. Its HOMO energy is -0.42488 hartree. The value obtained for the frontier orbital gap is 9.15 eV. The net charge is +1.



No. 2
C21H34BrN2P3Rh as an isolated structure, computed with ωB97M-V/def2-TZVPD.

The geometry in XYZ format:
```
62
Properties=species:S:1:pos:R:3:lowdin_spin:R:1
Rh 0.2950 -0.3153 0.0998 1.229
C 0.1339 1.0083 3.4768 -0.003
P 0.2233 -0.4751 2.4315 -0.001
C 1.5557 -1.4617 3.1677 0.006
C -1.2912 -1.4209 2.7998 0.001
C -1.3081 -2.6985 1.9651 0.019
P -0.9955 -2.3210 0.2109 0.156
C -0.4756 -3.8728 -0.5409 0.028
C -2.5867 -1.9114 -0.5423 0.039
H 0.6202 0.7826 4.4265 -0.001
H -0.9052 1.2633 3.6820 0.000
H 0.6246 1.8692 3.0258 0.000
H 1.2514 -1.7540 4.1745 0.000
H 2.4595 -0.8581 3.2543 0.000
H 1.7804 -2.3572 2.5884 0.001
H -2.1553 -0.7879 2.5840 0.000
H -1.3121 -1.6434 3.8687 0.000
H -2.2640 -3.2189 2.0391 0.004
H -0.5362 -3.3968 2.2964 0.000
H -1.1993 -4.6320 -0.2297 0.006
H 0.5167 -4.1735 -0.2035 0.001
H -0.4876 -3.7974 -1.6263 0.001
H -3.2627 -2.7595 -0.4044 0.009
H -2.4511 -1.7296 -1.6082 0.000
H -3.0221 -1.0230 -0.0845 0.000
Br 2.7960 -3.6762 -6.1128 0.211
C 1.9528 -2.6522 -4.8685 0.238
C 0.9498 -1.7362 -5.2689 0.027
C 0.3425 -0.9424 -4.3479 0.101
C 0.7065 -1.0202 -2.9538 0.154
C 1.6961 -1.9956 -2.5740 0.104
C 2.3092 -2.7773 -3.4965 0.048
N 0.2074 -0.2088 -2.0212 0.267
C -0.4973 0.9469 -2.4110 0.399
C -1.1607 1.7086 -1.4529 0.055
C -1.8929 2.8594 -1.8021 0.128
C -2.5529 3.5721 -0.8274 0.027
C -2.4859 3.1403 0.4982 0.125
C -1.7407 2.0169 0.7933 0.061
N -1.0814 1.3117 -0.1358 0.239
H 0.6705 -1.6739 -6.3129 -0.002
H -0.4380 -0.2723 -4.6751 0.005
H 1.9658 -2.0720 -1.5272 0.012
H 3.0717 -3.4912 -3.2101 -0.001
H -0.4486 1.3029 -3.4291 0.018
H -1.9341 3.1598 -2.8419 0.004
H -3.1223 4.4557 -1.0850 -0.001
H -2.9988 3.6678 1.2904 0.006
H -1.6741 1.6654 1.8106 0.002
C 3.7517 -0.9400 0.4243 0.033
P 2.5730 0.3865 0.0699 0.163
C 3.0467 1.0307 -1.5461 0.028
C 2.9503 1.7155 1.2355 0.032
H 4.7458 -0.5651 0.1665 0.007
H 3.5544 -1.8309 -0.1707 0.001
H 3.7423 -1.2035 1.4792 0.000
H 4.0596 1.4299 -1.4562 0.006
H 2.3755 1.8304 -1.8594 0.002
H 3.0416 0.2367 -2.2925 0.001
H 4.0262 1.9033 1.1981 0.007
H 2.6807 1.4447 2.2549 0.000
H 2.4238 2.6278 0.9531 0.000
```

Its multiplicity is 5. Its HOMO energy (alpha / beta) is -0.56301 / -0.65774 hartree. The value obtained for the frontier orbital gap (alpha / beta) is 6.39 / 6.38 eV. The net charge is +3.



No. 3
A 3-piece molecular cluster, C3H8N2O3S overall at a distorted geometry, computed with ωB97M-V/def2-TZVPD.

The geometry in XYZ format:
```
17
Properties=species:S:1:pos:R:3:nbo_charge:R:1
C 3.6625 1.2335 0.6813 0.850
C -3.0019 0.6307 -1.3992 -0.776
C 1.5773 -0.6701 0.6111 -0.178
N 2.8023 2.0608 0.7541 -0.746
N 0.9620 -0.1223 1.5718 -0.731
O 4.6941 0.6795 0.8521 -0.522
O -0.6235 -0.5285 -1.6179 -0.898
O -1.1247 0.9602 0.5022 -0.969
S -1.6332 -0.1650 -0.3376 1.438
H -3.4086 1.5593 -0.7590 0.242
H -2.4643 0.9095 -2.2352 0.235
H -3.8433 0.0636 -1.5910 0.227
H 2.4370 -1.1488 1.1223 0.116
H 0.2680 -0.4064 -1.2451 0.518
H 1.8512 1.9772 0.5849 0.416
H 0.8733 -0.2933 2.5662 0.375
H 0.1474 0.3377 1.2276 0.404
```

Its multiplicity is 1. The energy above the lowest of the compared OMol25 structures with the same formula, charge and spin is 4.356 eV. Its HOMO energy is -0.33258 hartree. The value obtained for the frontier orbital gap is 9.71 eV.



No. 4
A 2-piece molecular cluster, C5H10O overall at a distorted geometry, computed with ωB97M-V/def2-TZVPD.

The geometry in XYZ format:
```
16
Properties=species:S:1:pos:R:3:nbo_charge:R:1
C 0.7006 -1.5923 -1.9977 -0.375
C 0.5512 -1.1414 -0.7602 -0.234
C -0.0555 0.1001 -0.2641 -0.256
C 0.5723 0.8997 0.5864 -0.153
C 0.1639 2.3211 0.8795 -0.637
H 1.2228 -2.4994 -2.2635 0.199
H 0.3336 -1.0701 -2.8766 0.187
H 0.9438 -1.8644 -0.0371 0.196
H -1.0917 0.2839 -0.5172 0.228
H 1.4764 0.6716 1.1460 0.192
H 0.1828 2.5820 1.9384 0.211
H -0.8188 2.5587 0.4713 0.213
H 0.9136 2.9471 0.3872 0.219
O -2.0182 -1.2393 1.0879 -0.945
H -1.4179 -1.1723 1.8337 0.478
H -1.6588 -1.7850 0.3860 0.478
```

Its multiplicity is 1. The energy above the lowest of the compared OMol25 structures with the same formula, charge and spin is 1.904 eV. Its HOMO energy is -0.32839 hartree. The value obtained for the frontier orbital gap is 9.88 eV. Its SMILES is C=C/C=C/C.O.



No. 5
One molecule with the formula C24H27N3O3S, computed with ωB97M-V/def2-TZVPD.

The geometry in XYZ format:
```
58
Properties=species:S:1:pos:R:3:nbo_charge:R:1
C -8.0542 -0.5295 -0.1997 -0.253
O -6.8972 -0.0228 -0.8218 -0.489
C -5.6862 -0.5254 -0.4666 0.283
C -5.4928 -1.5365 0.4832 -0.269
C -4.2227 -1.9836 0.7781 -0.234
C -3.1154 -1.4364 0.1354 0.228
N -1.8403 -1.8579 0.4124 -0.570
C -0.6976 -1.3661 -0.1550 0.639
O 0.3890 -1.8329 0.1805 -0.672
C -0.8868 -0.3161 -1.1450 -0.116
C 0.3415 0.2583 -1.8001 -0.235
N 1.0502 1.2233 -0.9747 -0.450
C 0.5154 2.5669 -0.9451 -0.249
C -0.2745 2.9267 0.3272 0.100
C 0.4716 2.6457 1.6437 -0.454
C -0.2360 1.4071 2.1865 -0.431
C -1.6525 1.6422 1.6711 -0.062
O -1.4987 2.1944 0.3806 -0.552
C 2.3410 0.9935 -0.5750 0.324
S 3.3884 2.2473 -0.2730 -0.271
N 2.6685 -0.3082 -0.4121 -0.655
C 3.9140 -0.8853 -0.1625 0.248
C 3.9207 -2.1093 0.5059 -0.268
C 5.1164 -2.7539 0.7506 -0.194
C 6.3111 -2.1955 0.3303 -0.242
C 6.3167 -0.9874 -0.3557 0.011
C 7.6090 -0.3790 -0.8098 -0.628
C 5.1149 -0.3422 -0.6050 -0.266
C -2.1313 0.1161 -1.4509 -0.071
C -3.2950 -0.4194 -0.8231 -0.122
C -4.5858 0.0216 -1.1101 -0.199
H -8.8855 0.0212 -0.6364 0.205
H -8.0379 -0.3591 0.8815 0.176
H -8.1849 -1.5977 -0.4003 0.176
H -6.3315 -1.9777 0.9970 0.225
H -4.0836 -2.7625 1.5135 0.213
H -1.7113 -2.5938 1.0978 0.416
H 1.0263 -0.5531 -2.0617 0.236
H 0.0380 0.7608 -2.7268 0.204
H -0.1504 2.7028 -1.7999 0.197
H 1.3498 3.2712 -1.0266 0.254
H -0.5176 3.9966 0.2413 0.177
H 0.3411 3.4830 2.3297 0.208
H 1.5345 2.4951 1.4820 0.252
H 0.1825 0.5017 1.7464 0.207
H -0.1911 1.3300 3.2701 0.217
H -2.1820 2.3549 2.3220 0.162
H -2.2562 0.7374 1.5801 0.181
H 1.8871 -0.9460 -0.2236 0.443
H 2.9839 -2.5419 0.8254 0.218
H 5.1175 -3.6997 1.2731 0.210
H 7.2444 -2.7027 0.5286 0.205
H 8.2810 -1.1416 -1.1990 0.213
H 8.1043 0.1077 0.0308 0.220
H 7.4364 0.3694 -1.5789 0.216
H 5.1162 0.5901 -1.1450 0.237
H -2.2704 0.8951 -2.1856 0.219
H -4.7419 0.8031 -1.8357 0.228
```

Its multiplicity is 1. The energy above the lowest of the compared OMol25 structures with the same formula, charge and spin is 0.768 eV. Its HOMO energy is -0.28040 hartree. The value obtained for the frontier orbital gap is 7.51 eV. Its SMILES is COc1ccc2[nH]c(=O)c(CN(C[C@@H]3CCCO3)C(=S)Nc3cccc(C)c3)cc2c1.



No. 6
One molecule with the formula C4H7NO2, computed with ωB97M-V/def2-TZVPD.

The geometry in XYZ format:
```
14
Properties=species:S:1:pos:R:3:nbo_charge:R:1
C -0.9123 1.2933 -0.2548 -0.601
C 0.1060 0.1652 -0.4127 -0.420
C 1.5301 0.7050 -0.4489 0.462
O 1.8010 1.8754 -0.3674 -0.502
C 0.0465 -0.8082 0.7655 0.678
N -0.4167 -2.0608 0.5000 -0.819
O 0.4314 -0.4639 1.8706 -0.603
H -0.7307 1.8224 0.6837 0.238
H -0.8102 2.0111 -1.0742 0.226
H -1.9353 0.9012 -0.2484 0.210
H -0.0562 -0.3753 -1.3562 0.216
H 2.3245 -0.0648 -0.5642 0.113
H -0.8512 -2.3089 -0.3728 0.396
H -0.5268 -2.6917 1.2799 0.406
```

Its multiplicity is 1. The energy above the lowest of the compared OMol25 structures with the same formula, charge and spin is 0.489 eV. Its HOMO energy is -0.36734 hartree. The value obtained for the frontier orbital gap is 10.66 eV. Its SMILES is C[C@@H](C=O)C(N)=O.